ORCA calculation (wB97M-V/def2-TZVPD) on the molecule CH2BrNOS in a non-equilibrium geometry.

Summary:
F_max = 0.126 hartree/bohr
SMILES string = NC(=S)OBr
Kohn-Sham gap = 8.8 eV
E = -3141.42414 hartree
E_HOMO = -0.328 hartree
Relative energy (zero: lowest compared OMol25 entry of this formula, charge and spin) = 192.51 kJ/mol

XYZ file:
```
7
Properties=species:S:1:pos:R:3:forces:R:3:nbo_charge:R:1
C 0.101628 -0.537924 0.049590 -4.90 -4.09 -1.00 0.394
N 0.836551 0.496386 -0.062905 0.20 2.24 0.41 -0.801
O -1.373294 -0.404563 -0.113071 3.37 -2.45 0.47 -0.644
S 0.492699 -2.156582 0.043558 0.11 1.37 0.17 -0.143
Br -2.316586 1.041334 0.020544 -0.76 2.37 0.24 0.326
H 0.501658 1.408967 0.268968 0.70 -0.44 -0.53 0.429
H 1.757342 0.152383 -0.206682 1.29 1.01 0.24 0.439
```
Forces are in eV/Å.